Here is a cluster of 5 separate species, C4H12N5O11 in total in a non-equilibrium geometry from the Open Molecules 2025 dataset. Energies are from ωB97M-V/def2-TZVPD.

Geometry (Å):
O  1.011  -0.146  -0.954
O  -4.220  -0.545  -3.012
O  2.781  3.348  -2.374
O  -0.733  -1.334  -0.350
O  3.593  -0.707  1.064
O  3.297  1.451  -1.471
O  -3.798  -1.178  2.077
O  -0.297  0.556  0.663
O  -2.545  -1.824  -2.477
O  -2.526  -2.794  1.443
O  4.125  1.156  2.000
N  3.434  0.155  1.881
N  -2.743  -1.794  2.074
N  0.030  -0.337  -0.209
N  -3.150  -1.094  -3.249
N  2.766  2.534  -1.470
C  2.031  2.830  -0.206
C  -2.651  -1.112  -4.660
C  2.214  0.105  2.743
C  -1.680  -1.298  2.986
H  1.132  2.213  -0.202
H  2.708  2.639  0.617
H  1.691  3.864  -0.232
H  -1.198  -2.190  3.379
H  1.677  1.041  2.632
H  -3.175  -0.268  -5.115
H  -0.996  -0.726  2.359
H  -2.172  -0.745  3.776
H  -3.113  -1.992  -5.097
H  2.500  -0.123  3.765
H  1.584  -0.683  2.341
H  -1.578  -1.003  -4.722

The spin multiplicity is 1. The charge is -1. The HOMO energy comes out at -5.26 eV.

Here is a cluster of 2 separate species, C30H27BF6O3S in total in a non-equilibrium geometry from the Open Molecules 2025 dataset. Energies are from ωB97M-V/def2-TZVPD.

Geometry (Å):
S  -2.801  0.963  0.418
F  1.773  3.468  0.143
F  3.641  2.518  0.812
F  3.748  -2.529  0.808
F  2.104  -3.538  -0.261
F  1.996  2.853  2.251
F  3.521  -2.267  -1.368
O  -1.736  2.463  7.817
O  -4.392  -2.979  4.537
O  -4.496  -0.901  5.599
C  0.561  -1.340  0.117
C  -1.597  -0.596  5.915
C  -0.279  -0.247  0.437
C  1.903  -4.938  3.374
C  2.822  -2.371  -0.199
C  -1.441  -2.189  3.495
C  2.284  2.487  0.956
C  -4.183  -0.051  0.193
C  0.952  -2.633  3.257
C  -1.655  -3.573  3.513
C  -2.534  -1.171  3.717
C  1.690  1.136  0.648
C  -1.986  1.851  9.111
C  -5.804  -1.494  5.773
C  2.515  0.072  0.288
C  -1.525  1.628  6.763
C  -1.279  0.247  6.955
C  -5.727  -2.880  5.122
C  -1.712  -0.402  0.467
C  1.933  -1.179  0.069
C  -0.580  -4.467  3.533
C  0.316  0.989  0.744
C  -5.541  0.522  0.064
C  -1.717  2.141  5.457
C  0.734  -4.007  3.387
C  -3.828  -1.392  0.278
C  -1.998  1.266  4.421
C  -0.115  -1.748  3.327
C  -2.011  -0.110  4.663
C  -2.420  -1.592  0.367
B  -3.785  -1.783  4.811
H  -2.239  1.618  3.415
H  -0.765  -5.537  3.679
H  -6.543  -0.865  5.260
H  -1.728  3.217  5.300
H  -1.921  -2.556  0.387
H  -0.301  1.834  1.039
H  -5.479  1.593  -0.152
H  -2.138  2.701  9.773
H  -6.051  -1.545  6.839
H  -2.887  1.223  9.078
H  -5.853  -3.683  5.858
H  -6.127  0.385  0.980
H  -2.679  -3.940  3.544
H  2.620  -4.698  4.163
H  0.092  -0.675  3.289
H  -6.065  0.036  -0.764
H  -1.129  1.250  9.448
H  -6.448  -2.983  4.304
H  -4.567  -2.188  0.247
H  2.444  -4.854  2.427
H  1.972  -2.253  3.134
H  1.589  -5.971  3.518
H  -2.984  -0.776  2.807
H  -1.532  -1.673  6.085
H  0.135  -2.315  -0.097
H  -1.006  -0.165  7.930
H  3.589  0.201  0.241

As for the relative energy (zero: lowest compared OMol25 entry of this formula, charge and spin): 9.0 kcal/mol. The spin multiplicity is 1. Its structure (SMILES) is Cc1ccc(-c2cc(C(F)(F)F)cc(C(F)(F)F)c2)s1.COc1ccc([C@H](B2OCCO2)c2ccc(C)cc2)cc1. The HOMO energy comes out at -7.52 eV.

Here is an isolated molecule of C8H14NP in a non-equilibrium geometry from the Open Molecules 2025 dataset. Energies are from ωB97M-V/def2-TZVPD.

Geometry (Å):
P  -1.439  0.125  -2.110
N  -2.593  -0.718  -2.486
C  1.902  -0.496  2.292
C  1.234  -1.450  1.270
C  -2.914  0.676  0.570
C  0.058  0.181  -3.252
C  -2.146  1.644  0.052
C  0.216  0.532  0.079
C  0.259  -0.788  0.345
C  -0.932  1.201  -0.735
H  -2.580  -0.208  0.306
H  1.948  -2.116  0.827
H  0.233  1.073  -3.727
H  -0.545  2.134  -1.379
H  1.012  1.142  0.564
H  1.167  -0.010  2.838
H  -0.400  -0.561  -3.966
H  -0.378  -1.452  -0.135
H  -3.704  0.945  1.227
H  -2.426  2.678  0.233
H  2.522  -1.193  2.903
H  0.707  -2.205  1.986
H  0.835  -0.224  -2.659
H  2.521  0.250  1.836

As for the relative energy (zero: lowest compared OMol25 entry of this formula, charge and spin): 75.8 kcal/mol. The spin multiplicity is 1. Its structure (SMILES) is C=C[C@@H](/C=C/CC)P(C)#N. The HOMO energy comes out at -8.69 eV.

Here is an isolated molecule of C3H2N2O in a non-equilibrium geometry from the Open Molecules 2025 dataset. Energies are from ωB97M-V/def2-TZVPD.

Geometry (Å):
O  -0.526  -0.603  -1.095
N  -0.480  2.497  -0.151
N  1.560  -1.565  1.457
C  -0.279  1.381  0.253
C  0.934  -0.677  0.785
C  -0.254  -0.119  0.109
H  0.006  -0.219  -2.104
H  -0.961  -0.697  0.746

As for the relative energy (zero: lowest compared OMol25 entry of this formula, charge and spin): 66.7 kcal/mol. The spin multiplicity is 1. Its structure (SMILES) is N#CC(O)C#N. The HOMO energy comes out at -11.71 eV.

Here is an isolated molecule of C8H7NO2 in a non-equilibrium geometry from the Open Molecules 2025 dataset. Energies are from ωB97M-V/def2-TZVPD.

Geometry (Å):
O  -0.122  0.221  1.909
O  0.925  -0.697  -1.644
N  0.209  3.434  -3.418
C  0.955  -0.171  -0.327
C  0.079  2.524  -2.738
C  -0.106  1.599  -1.676
C  -1.016  1.528  -0.724
C  -0.355  -2.226  1.964
C  -0.918  -0.904  1.540
C  1.096  0.689  -1.489
C  -0.193  -0.003  0.585
H  1.817  -0.627  0.157
H  -0.108  -2.370  2.992
H  -1.963  -0.722  1.789
H  2.025  1.036  -1.907
H  -1.074  -2.938  1.861
H  0.618  -2.407  1.527
H  -1.870  2.035  -0.400

As for the relative energy (zero: lowest compared OMol25 entry of this formula, charge and spin): 154.9 kcal/mol. The spin multiplicity is 1. The HOMO energy comes out at -9.52 eV.

Here is a structure of composition C53H70CsGeN6O2P3 in a non-equilibrium geometry from the Open Molecules 2025 dataset. Energies are from ωB97M-V/def2-TZVPD.

Geometry (Å):
Cs  -0.382  -0.019  0.417
Ge  -2.785  2.236  -0.046
P  -3.263  -1.560  -0.839
P  -0.457  2.964  2.202
P  -0.077  1.546  -2.612
O  1.837  -0.973  0.834
O  -2.289  0.398  1.869
N  -4.618  3.420  -0.830
N  -2.674  4.061  0.946
N  -4.701  0.760  -0.493
N  -0.223  -1.340  2.684
N  -1.432  -1.250  3.238
N  -2.193  3.259  -1.863
C  2.741  -3.231  3.543
C  -0.408  1.096  -4.419
C  -5.406  -2.179  -2.737
C  -4.504  3.292  -2.251
C  -4.763  0.131  3.352
C  -3.182  6.450  0.757
C  -5.423  3.328  -4.469
C  -4.396  4.804  -0.500
C  -1.114  2.558  3.930
C  -3.015  -2.508  -3.430
C  -3.644  -0.670  3.563
C  -3.629  -3.292  -0.158
C  2.096  3.430  -3.091
C  0.630  -2.118  3.241
C  4.026  -3.563  3.191
C  -3.379  5.093  0.432
C  -2.377  -0.455  2.802
C  -5.930  -0.101  4.057
C  -0.823  3.248  -2.246
C  -3.186  3.383  -2.761
C  -3.974  -1.678  -2.576
C  1.752  1.968  -2.817
C  -4.901  -1.946  5.185
C  4.571  -2.987  2.039
C  -1.507  4.412  1.703
C  -3.065  3.620  -4.140
C  -4.917  -3.491  0.635
C  -8.103  1.624  0.668
C  -1.859  0.662  -4.578
C  -7.021  0.852  0.315
C  1.024  5.401  2.964
C  -6.859  3.601  0.162
C  -2.429  -3.672  0.708
C  3.842  -2.117  1.277
C  -4.884  7.145  -0.792
C  -5.817  1.422  -0.163
C  -5.103  5.815  -1.121
C  1.954  -2.356  2.781
C  1.142  3.927  2.580
C  -3.733  -1.712  4.488
C  -5.592  3.231  -3.091
C  -5.795  2.843  -0.277
C  0.016  2.080  -5.508
C  -2.630  2.742  3.966
C  -8.023  3.007  0.628
C  2.512  1.471  -1.593
C  2.490  -1.752  1.581
C  -0.486  3.244  5.140
C  -6.006  -1.134  4.978
C  -3.926  7.446  0.163
C  -4.617  -0.598  -0.049
C  2.035  3.800  1.349
C  -4.163  3.580  -4.978
H  0.665  5.992  2.124
H  3.159  3.518  -3.316
H  -7.117  -0.220  0.386
H  -6.274  3.255  -5.128
H  -0.242  3.558  -1.365
H  1.888  4.049  -2.222
H  -6.105  -1.520  -2.230
H  -4.720  0.946  2.642
H  -8.852  3.625  0.939
H  -9.017  1.151  1.003
H  -6.784  4.679  0.138
H  -5.840  5.566  -1.874
H  -3.074  2.393  3.038
H  -5.526  -3.190  -2.353
H  -0.608  3.945  -3.064
H  1.542  3.827  -3.937
H  -2.323  -2.969  1.533
H  -2.861  -2.330  4.649
H  -4.423  -0.635  1.029
H  2.306  -3.650  4.443
H  -5.800  -3.270  0.041
H  2.208  2.022  -0.711
H  -1.980  -2.227  -3.230
H  -5.541  -1.155  -0.234
H  -1.772  4.978  2.610
H  -1.518  -3.646  0.112
H  -2.555  -4.671  1.125
H  -6.922  -1.310  5.525
H  0.216  0.193  -4.526
H  -2.121  -0.007  -3.763
H  5.588  -3.234  1.754
H  2.293  2.755  1.194
H  -2.098  3.838  -4.561
H  -0.347  1.731  -6.476
H  -5.670  -2.187  -3.795
H  1.099  2.168  -5.568
H  0.357  5.559  3.805
H  2.954  4.374  1.475
H  -0.924  2.819  6.042
H  -3.652  -3.961  -1.031
H  -0.904  1.485  4.017
H  4.612  -4.252  3.787
H  -2.434  6.728  1.484
H  -2.530  1.516  -4.539
H  -4.023  3.730  -6.042
H  -3.060  2.174  4.792
H  0.587  3.085  5.189
H  -2.902  3.788  4.104
H  -0.400  3.070  -5.342
H  1.516  4.173  0.466
H  -4.919  -2.871  1.530
H  -0.851  5.050  1.084
H  1.636  3.386  3.395
H  -4.951  -2.758  5.897
H  -3.215  -2.371  -4.492
H  4.278  -1.659  0.397
H  3.584  1.605  -1.728
H  -3.119  -3.568  -3.200
H  -6.786  0.534  3.885
H  -2.012  0.147  -5.527
H  -5.450  7.928  -1.274
H  2.076  1.367  -3.675
H  2.008  5.787  3.236
H  2.317  0.418  -1.407
H  -3.746  8.477  0.440
H  -6.584  3.124  -2.673
H  -4.989  -4.535  0.947
H  0.330  -2.666  4.147
H  -0.693  4.311  5.144
H  -3.945  -0.631  -2.911

As for the relative energy (zero: lowest compared OMol25 entry of this formula, charge and spin): 71.8 kcal/mol. The spin multiplicity is 2. The expectation value of S² is 0.784. The charge is -1. The HOMO energy (alpha / beta) comes out at -3.74 / -3.74 eV.

Here is the ion C4H7N2 with charge +1 in a non-equilibrium geometry from the Open Molecules 2025 dataset. Energies are from ωB97M-V/def2-TZVPD.

Geometry (Å):
N  0.969  -0.394  1.864
N  0.850  -0.368  -0.478
C  0.002  0.027  -1.580
C  0.300  -0.309  0.701
C  -1.120  0.118  0.540
C  -1.461  0.199  -0.759
H  -0.032  -0.607  -2.484
H  -2.375  0.580  -1.358
H  1.959  -0.324  1.872
H  0.327  1.106  -1.661
H  -1.684  0.313  1.351
H  0.385  -0.011  2.561
H  1.881  -0.331  -0.570

As for the relative energy (zero: lowest compared OMol25 entry of this formula, charge and spin): 34.2 kcal/mol. The spin multiplicity is 1. Its structure (SMILES) is [NH2+]=C1C=CCN1. The charge is +1. The HOMO energy comes out at -15.34 eV.

Here is a structure of composition C35H40FN5NiO3S from the Open Molecules 2025 dataset. Energies are from ωB97M-V/def2-TZVPD.

Geometry (Å):
Ni  -0.774  -0.549  -0.117
S  0.813  -0.002  1.360
F  -2.913  -2.631  5.920
O  -2.237  -1.020  -1.292
O  2.122  0.105  -2.324
O  -4.011  -0.591  -2.559
N  0.182  2.650  4.172
N  -1.277  1.589  2.358
N  -0.296  1.061  -1.179
N  -2.040  0.830  1.762
N  0.831  1.736  3.322
C  -2.797  -2.398  2.300
C  2.663  3.022  -3.075
C  -2.448  1.654  7.283
C  -0.569  -2.496  3.145
C  3.809  -1.292  -3.229
C  -0.666  2.268  5.193
C  0.102  1.161  2.424
C  -0.926  -2.338  0.643
C  -3.886  2.251  2.621
C  -1.018  3.230  6.154
C  1.675  -2.409  -4.023
C  2.528  -2.841  -1.698
C  -5.571  1.027  0.766
C  -1.211  0.984  5.311
C  -2.876  -0.322  -2.156
C  -2.421  -2.549  4.642
C  -3.307  -2.458  3.589
C  5.086  -1.404  -3.751
C  -2.215  0.951  -2.693
C  3.531  2.397  -0.780
C  -5.222  2.607  2.551
C  5.509  0.906  -3.352
C  -1.896  2.925  7.177
C  -2.090  0.694  6.345
C  4.246  1.075  -2.809
C  3.835  2.436  -2.281
C  -1.421  -2.420  2.035
C  -6.063  2.005  1.619
C  2.923  -2.518  -3.143
C  -1.058  -2.563  4.445
C  -4.238  0.647  0.841
C  3.316  -0.024  -2.760
C  -3.399  1.278  1.749
C  -0.704  0.974  -2.589
C  5.956  -0.319  -3.837
H  -2.538  1.073  -3.728
H  -3.141  1.415  8.079
H  -0.948  0.209  4.605
H  0.501  -2.493  2.981
H  -3.217  2.698  3.344
H  1.976  -2.002  -1.272
H  -5.614  3.355  3.231
H  2.963  3.238  -4.104
H  1.125  -3.356  -4.033
H  -1.635  -2.820  -0.032
H  6.174  1.768  -3.386
H  0.850  3.346  4.456
H  -3.481  -2.328  1.462
H  2.299  3.950  -2.620
H  -2.644  1.793  -2.134
H  5.415  -2.380  -4.103
H  -0.606  4.231  6.070
H  6.950  -0.429  -4.253
H  1.851  2.296  -3.098
H  1.944  -2.155  -5.052
H  -7.106  2.294  1.569
H  -0.262  0.064  -2.988
H  4.424  2.113  -0.218
H  4.698  3.100  -2.421
H  1.892  -3.731  -1.657
H  3.519  -3.359  -3.523
H  3.415  -3.021  -1.085
H  -0.391  -2.620  5.297
H  -2.496  -0.307  6.411
H  1.020  -1.630  -3.636
H  3.198  3.375  -0.418
H  0.722  1.099  -1.123
H  -6.215  0.550  0.039
H  2.758  1.662  -0.560
H  0.057  -2.806  0.535
H  -0.679  1.901  -0.754
H  -2.156  3.694  7.897
H  -3.834  -0.130  0.205
H  -0.289  1.810  -3.161
H  -4.373  -2.434  3.779

As for the relative energy (zero: lowest compared OMol25 entry of this formula, charge and spin): 0.0 kcal/mol. The spin multiplicity is 1. The charge is -2. The HOMO energy comes out at -1.55 eV.

What is the formula in the eighth record? C35H40FN5NiO3S